(1)
Molecular formula: C4H4N4O
Method: DFT, wB97M-V/def2-TZVPD

## Properties
Maximum force in eV/Å: 10.29
E_LUMO in eV: -2.1
HOMO level in eV: -10.06
Energy relative to the best compared isomer or geometry (same formula, charge and spin) in kJ/mol: 923.3

The geometry in XYZ format:
```
13
C4H4N4O | the Open Molecules 2025 dataset | wB97M-V/def2-TZVPD
C -0.795 1.282 1.310
C -0.218 0.008 0.567
C 1.386 -1.530 -0.138
C -0.834 -0.068 -0.760
H 0.367 1.720 2.015
H -1.778 0.628 2.152
H -1.004 2.114 0.303
H 1.624 -2.758 0.033
N 0.953 -0.657 0.816
N 1.327 -1.339 -1.468
N 1.082 -0.241 -2.021
N 0.011 0.376 -1.886
O -2.121 0.466 -0.922
```

(2)
Molecular formula: C4H4F6OS
Method: DFT, wB97M-V/def2-TZVPD

## Properties
Maximum force in eV/Å: 3.41
E_LUMO (alpha / beta) in eV: -0.7 / -0.7
HOMO level (alpha / beta) in eV: -9.21 / -9.21
SMILES: OC(C(F)(F)F)C(F)(F)F.C=S

The geometry in XYZ format:
```
16
C4H4F6OS | the Open Molecules 2025 dataset | wB97M-V/def2-TZVPD
O 0.645 0.722 0.920
C -0.509 0.084 0.445
C -1.286 1.017 -0.432
F -2.067 0.297 -1.240
F -0.420 1.783 -1.194
F -2.109 1.807 0.214
C -1.381 -0.468 1.539
F -1.646 0.558 2.385
F -0.770 -1.398 2.242
F -2.564 -0.892 1.069
H 0.333 1.543 1.511
H -0.231 -0.674 -0.349
C 3.069 -0.994 -1.732
S 1.613 -1.481 -2.269
H 3.887 -0.908 -2.487
H 3.437 -0.997 -0.621
```

(3)
Molecular formula: C59H148B3F12N8O19Ti
Method: DFT, wB97M-V/def2-TZVPD

## Properties
Maximum force in eV/Å: 3.92
E_LUMO in eV: -3.4
HOMO level in eV: -9.94
Charge: +1
Energy relative to the best compared isomer or geometry (same formula, charge and spin) in kJ/mol: 73.1

The geometry in XYZ format:
```
250
C59H148B3F12N8O19Ti | the Open Molecules 2025 dataset | wB97M-V/def2-TZVPD
Ti -0.043 -2.502 -0.472
B -2.583 -3.674 2.184
F -2.395 -2.732 2.998
F -1.479 -2.659 0.472
F -1.590 -4.598 2.022
F -3.620 -3.797 1.452
B 2.617 0.354 0.862
F 3.271 -0.717 0.578
F 2.515 0.721 2.140
F 2.219 1.109 -0.127
F -0.374 -1.285 -1.683
B -1.708 -5.441 -3.760
F -0.521 -4.955 -4.031
F -0.283 -4.002 -1.272
F -2.831 -4.900 -4.228
F -1.862 -6.499 -2.987
C 5.611 -0.715 -3.187
C 6.472 -1.483 -2.166
C 6.446 -2.949 -2.600
C 7.308 -3.827 -1.759
C 8.736 -3.338 -1.808
C 8.844 -1.821 -1.462
N 7.881 -1.068 -2.281
O 7.991 0.316 -1.796
C 8.783 -1.633 0.100
C 10.258 -1.431 -1.933
C 5.768 -1.368 -0.824
H 5.591 0.335 -2.935
H 4.604 -1.077 -3.055
H 5.938 -0.877 -4.180
H 5.374 -3.308 -2.639
H 6.823 -2.962 -3.616
H 7.195 -4.877 -2.114
H 7.000 -3.842 -0.710
H 9.044 -3.490 -2.874
H 9.415 -3.931 -1.183
H 8.197 -2.439 0.561
H 9.828 -1.682 0.383
H 8.334 -0.687 0.293
H 10.413 -0.438 -1.590
H 11.009 -2.040 -1.458
H 10.371 -1.572 -3.016
H 4.779 -1.835 -0.982
H 5.599 -0.303 -0.641
H 6.230 -1.868 -0.004
H 8.152 0.808 -2.597
C -1.288 5.573 -0.868
C -0.807 4.138 -0.720
O -1.841 3.284 -0.274
H -1.610 6.034 0.072
H -2.176 5.629 -1.655
H -0.462 6.221 -1.206
H 0.059 4.029 -0.048
H -0.550 3.833 -1.710
H -2.271 3.486 0.576
C 7.810 1.068 4.547
C 6.620 0.653 5.457
O 5.538 0.197 4.646
H 7.910 0.360 3.689
H 8.733 1.159 5.162
H 7.616 2.029 4.093
H 6.348 1.551 5.985
H 6.921 -0.095 6.213
H 4.725 0.624 5.030
C -3.484 2.790 -3.726
C -3.058 1.408 -3.428
O -1.872 1.443 -2.570
H -2.733 3.284 -4.384
H -3.588 3.301 -2.767
H -4.427 2.856 -4.213
H -2.736 0.835 -4.302
H -3.893 0.775 -3.043
H -2.054 2.054 -1.806
C 4.391 0.811 -8.331
C 3.700 0.465 -7.018
O 4.359 0.864 -5.853
H 4.317 1.878 -8.507
H 3.833 0.334 -9.131
H 5.451 0.496 -8.411
H 3.457 -0.585 -6.893
H 2.727 0.962 -6.994
H 4.373 1.828 -5.890
C -11.580 -0.975 -8.541
O -11.256 -0.632 -7.218
C -9.997 -0.030 -7.226
C -9.498 0.078 -5.777
N -8.030 0.461 -5.804
C -7.489 0.874 -4.492
C -7.424 -0.191 -3.361
O -6.315 -0.945 -3.629
C -6.014 -2.049 -2.793
H -11.061 -1.869 -8.914
H -11.328 -0.156 -9.178
H -12.683 -1.206 -8.624
H -10.002 0.932 -7.736
H -9.301 -0.632 -7.800
H -9.662 -0.902 -5.341
H -10.005 0.839 -5.126
H -7.494 -0.326 -6.134
H -8.053 1.671 -4.145
H -6.492 1.243 -4.558
H -8.323 -0.805 -3.289
H -7.278 0.225 -2.383
H -6.408 -1.925 -1.731
H -4.918 -2.131 -2.613
H -6.456 -2.955 -3.182
C 1.970 -2.294 -2.809
O 1.960 -2.600 -1.390
C 2.541 -3.836 -1.051
C 2.393 -4.107 0.489
N 1.219 -3.507 1.146
C 1.467 -2.586 2.323
C 0.501 -1.429 2.139
O 0.486 -0.862 0.816
C -0.509 0.192 0.716
H 1.343 -2.939 -3.406
H 2.955 -2.551 -3.181
H 1.794 -1.220 -2.988
H 3.594 -3.703 -1.291
H 2.098 -4.588 -1.693
H 3.352 -3.778 0.974
H 2.438 -5.202 0.636
H 0.525 -4.242 1.449
H 2.561 -2.252 2.312
H 1.266 -3.001 3.276
H 0.890 -0.601 2.731
H -0.538 -1.593 2.333
H -1.490 -0.130 1.106
H -0.533 0.500 -0.312
H -0.091 0.922 1.389
C 6.230 3.249 -0.919
O 4.855 2.773 -1.090
C 4.018 3.767 -1.630
C 2.596 3.396 -2.056
N 2.422 2.470 -3.182
C 1.010 2.252 -3.266
C 0.663 1.504 -4.500
O 1.229 0.210 -4.396
C 0.696 -0.684 -5.341
H 6.741 2.322 -0.625
H 6.244 3.995 -0.101
H 6.634 3.677 -1.861
H 4.493 4.215 -2.484
H 3.846 4.517 -0.836
H 2.182 4.351 -2.540
H 1.982 3.149 -1.222
H 2.931 1.595 -3.003
H 0.400 3.141 -3.294
H 0.559 1.780 -2.397
H 0.997 2.075 -5.360
H -0.409 1.438 -4.698
H -0.323 -0.938 -5.055
H 1.343 -1.550 -5.344
H 0.754 -0.233 -6.341
C -4.269 -0.481 0.296
O -5.444 0.298 -0.058
C -5.128 1.679 -0.059
C -6.018 2.353 -1.052
N -7.424 2.216 -0.687
C -8.305 3.030 -1.572
C -9.770 2.549 -1.509
O -9.776 1.194 -1.933
C -11.009 0.498 -1.805
H -4.498 -1.439 -0.118
H -4.214 -0.648 1.378
H -3.338 -0.015 -0.103
H -4.130 1.742 -0.372
H -5.264 2.164 0.868
H -5.893 1.961 -2.072
H -5.581 3.363 -1.079
H -7.702 1.234 -0.647
H -8.044 2.974 -2.639
H -8.218 4.075 -1.247
H -10.302 3.254 -2.178
H -10.232 2.620 -0.482
H -10.999 -0.512 -2.256
H -11.719 1.125 -2.285
H -11.311 0.322 -0.789
C -8.302 2.163 4.284
O -7.604 3.236 3.752
C -7.494 3.089 2.365
C -6.605 4.146 1.790
N -5.213 4.157 2.376
C -4.440 5.317 2.040
C -3.152 5.279 2.872
O -2.254 4.220 2.485
C -0.936 4.541 2.855
H -8.579 2.309 5.322
H -7.682 1.231 4.176
H -9.217 2.060 3.659
H -8.470 3.081 1.885
H -7.065 2.119 2.119
H -7.106 5.095 2.021
H -6.578 4.043 0.711
H -5.436 4.068 3.372
H -4.956 6.303 2.161
H -4.127 5.214 0.985
H -3.317 5.217 3.931
H -2.724 6.237 2.697
H -0.460 5.294 2.182
H -0.295 3.652 2.801
H -0.899 4.870 3.880
C -0.197 -0.395 5.565
O 0.965 0.321 5.426
C 1.986 0.048 6.364
C 2.718 1.370 6.708
N 3.378 1.801 5.481
C 3.849 3.187 5.603
C 4.074 3.766 4.238
O 2.866 3.829 3.570
C 3.010 4.270 2.194
H -0.623 -0.503 6.537
H -0.038 -1.393 5.093
H -0.975 0.114 4.985
H 2.643 -0.763 6.001
H 1.507 -0.278 7.295
H 3.514 1.319 7.482
H 1.922 2.080 7.077
H 2.624 1.797 4.789
H 4.799 3.214 6.186
H 3.066 3.817 6.131
H 4.892 3.191 3.760
H 4.382 4.844 4.306
H 2.861 5.323 1.989
H 2.174 3.741 1.711
H 3.966 4.036 1.735
C 3.844 -3.138 8.329
O 4.309 -4.159 7.503
C 4.435 -3.704 6.185
C 4.564 -4.890 5.216
N 3.367 -5.706 5.058
C 2.820 -6.339 6.282
C 1.792 -7.420 5.933
O 2.419 -8.415 5.185
C 1.761 -9.623 4.935
H 2.970 -2.525 7.937
H 4.624 -2.452 8.615
H 3.412 -3.580 9.215
H 5.281 -2.994 6.126
H 3.540 -3.077 5.953
H 5.444 -5.495 5.494
H 4.754 -4.460 4.195
H 3.464 -6.419 4.325
H 2.279 -5.670 6.850
H 3.586 -6.861 6.924
H 0.965 -6.981 5.279
H 1.324 -7.762 6.831
H 1.295 -9.971 5.902
H 2.392 -10.452 4.600
H 0.913 -9.392 4.210
```